<one>
C6H5NOS | ωB97M-V with the def2-TZVPD basis set

Properties
**Total charge**: 0
**Gap between HOMO and LUMO**: 9.0 eV
**Structure (SMILES)**: c1cc2c(cn1)CSO2

Last column: Löwdin charge in e.
Atoms and positions in Å:
C  0.65554  1.70029  0.02867  0.04
C  1.91209  1.06864  0.03457  -0.15
C  1.05184  -1.01942  -0.16450  -0.10
C  -0.22185  -0.52722  -0.04649  -0.24
C  -0.44433  0.82681  -0.08643  -0.35
C  -1.46360  -1.36744  0.15439  -0.37
N  2.13268  -0.22037  -0.13318  0.06
O  -1.72897  1.24947  -0.13470  -0.34
S  -2.79902  -0.17353  -0.20952  0.96
H  0.30941  2.80227  0.09443  0.15
H  2.73605  1.66502  0.02769  0.07
H  1.20167  -2.15676  -0.18485  0.14
H  -1.76251  -2.17523  -0.53227  0.08
H  -1.57899  -1.67255  1.15218  0.06



<two>
C6H5NOS | ωB97M-V with the def2-TZVPD basis set

Properties
**Total charge**: 0
**Gap between HOMO and LUMO**: 8.3 eV
**Structure (SMILES)**: Cc1csc2ncoc12

Last column: Löwdin charge in e.
Atoms and positions in Å:
C  0.42723  0.15043  1.64375  -0.42
C  -1.43281  -1.75998  -1.59187  -0.18
C  0.48762  0.54423  0.30114  -0.37
C  -0.27020  -0.19219  -0.54661  -0.12
C  -0.96605  -1.48344  0.46220  -0.51
C  1.27414  1.86097  0.02600  -0.05
N  -1.68403  -2.20140  -0.40375  0.06
O  -0.71682  -0.61055  -1.72504  0.05
S  -0.53595  -1.21856  2.04169  1.03
H  0.86409  0.79608  2.49064  0.10
H  -1.69025  -2.14435  -2.57920  0.14
H  0.41897  2.47756  -0.36633  0.09
H  1.81312  2.20966  1.02273  0.11
H  2.01093  1.57155  -0.77534  0.08



Energetically preferred structure: <one> | next structure: +0.0774 hartree



<one>
C2H9NS | ωB97M-V with the def2-TZVPD basis set

Properties
**Total charge**: 0
**Gap between HOMO and LUMO**: 9.8 eV
**Structure (SMILES)**: [H][H].C1CS1.N

Last column: Löwdin charge in e.
Atoms and positions in Å:
N  2.45182  0.00572  0.35250  0.02
H  1.60296  -0.25611  0.84744  -0.01
H  0.19926  -0.59772  -4.07546  0.01
H  2.67563  -0.76082  -0.26648  0.00
H  3.20081  0.17165  1.00551  0.00
C  -1.47295  0.08164  0.05841  -0.51
C  -1.33143  0.57612  1.42605  -0.50
S  -2.34964  -0.92810  1.27938  0.75
H  0.16679  -0.63838  -3.32848  0.00
H  -0.61749  -0.18482  -0.55057  0.06
H  -2.28120  0.59748  -0.46230  0.06
H  -0.48471  0.39240  2.06484  0.05
H  -1.75986  1.54095  1.64915  0.07



<two>
C2H9NS | ωB97M-V with the def2-TZVPD basis set

Properties
**Total charge**: 0
**Gap between HOMO and LUMO**: 9.9 eV
**Structure (SMILES)**: CN.CS

Last column: Löwdin charge in e.
Atoms and positions in Å:
C  1.49699  1.87508  0.97984  -0.50
S  2.43891  1.51450  -0.51838  0.61
H  0.76059  2.61502  0.68411  0.02
H  0.97495  0.98938  1.32793  0.01
H  2.14810  2.24577  1.76870  0.02
C  -1.10382  -1.43548  -0.17602  -0.20
N  -1.91316  -1.13072  -1.35282  -0.07
H  -1.67814  -1.77144  0.69042  0.06
H  -0.39686  -2.21816  -0.44201  0.07
H  -0.51005  -0.56605  0.08320  0.04
H  -2.59986  -0.42041  -1.13045  0.05
H  -2.43110  -1.95425  -1.63355  0.05
H  2.81345  0.25676  -0.28097  -0.17



Energetically preferred structure: <two> | next structure: +0.0472 hartree



<one>
C2H2Cl3NO | ωB97M-V with the def2-TZVPD basis set

Properties
**Total charge**: 0
**Gap between HOMO and LUMO**: 10.9 eV
**Structure (SMILES)**: C#[N+][O-].ClC(Cl)Cl

Last column: Löwdin charge in e.
Atoms and positions in Å:
C  -0.36798  -1.25001  -0.14049  0.09
C  0.80809  1.27843  0.50953  -1.54
N  -1.36353  -0.66202  0.12779  -0.24
O  -2.26156  -0.01490  0.52105  0.05
Cl  1.05033  3.02612  0.91393  0.48
Cl  1.03296  1.07969  -1.21585  0.58
Cl  1.98140  0.42797  1.49997  0.55
H  0.44110  -1.53740  -0.58103  0.00
H  -0.27054  1.17376  0.84582  0.02



<two>
C2H2Cl3NO | ωB97M-V with the def2-TZVPD basis set

Properties
**Total charge**: 0
**Gap between HOMO and LUMO**: 11.1 eV

Last column: Löwdin charge in e.
Atoms and positions in Å:
C  -0.86679  0.14585  1.60094  -0.08
C  0.54118  0.67287  -1.66487  -1.53
N  -0.68835  -0.56923  2.68992  0.06
O  -1.55591  -0.98718  1.55445  -0.03
Cl  -0.86765  0.34375  -2.71966  0.51
Cl  1.83023  1.64369  -2.33388  0.53
Cl  1.30368  -0.91873  -1.35476  0.45
H  0.35221  0.98698  -0.61727  -0.02
H  -0.04861  -1.31802  2.84513  0.11



Energetically preferred structure: <one> | next structure: +0.0506 hartree



<one>
C6H15N2 | ωB97M-V with the def2-TZVPD basis set

Properties
**Spin multiplicity**: 2
**Total charge**: +2
**Gap between HOMO and LUMO (spin up / spin down)**: 10.7 / 4.7 eV
**⟨S²⟩**: 0.761

Last column: Löwdin charge in e.
Atoms and positions in Å:
C  0.42720  2.86120  -0.32847  0.05
C  -0.47936  1.91910  -1.11457  -0.20
C  -1.66348  2.19352  -1.65688  0.29
N  -0.01603  0.54665  -1.12736  0.22
H  0.22918  3.89738  -0.56348  0.11
H  0.43761  2.68662  0.76616  0.13
H  1.45028  2.64342  -0.67815  0.12
H  -2.34930  1.44648  -2.01620  0.13
H  -2.07706  3.18040  -1.48746  0.14
H  0.10546  0.08179  -0.14571  0.11
H  0.91914  0.46559  -1.55875  0.20
H  -0.63923  -0.05592  -1.64556  0.17
C  -0.49032  -3.12676  0.30886  -0.07
C  0.81400  -2.46186  0.74692  -0.22
C  0.74756  -0.56679  2.17824  0.10
N  0.56194  -0.98285  0.96702  -0.02
H  -0.28297  -4.20470  0.22634  0.10
H  -1.26485  -2.95830  1.05317  0.08
H  -0.78295  -2.71224  -0.67538  0.07
H  1.53002  -2.56614  -0.06869  0.12
H  1.22114  -2.93278  1.65865  0.13
H  1.06925  -1.28647  2.97552  0.14
H  0.47925  0.45785  2.47735  0.10



<two>
C6H15N2 | ωB97M-V with the def2-TZVPD basis set

Properties
**Spin multiplicity**: 2
**Total charge**: +2
**Gap between HOMO and LUMO (spin up / spin down)**: 11.1 / 9.2 eV
**⟨S²⟩**: 0.776

Last column: Löwdin charge in e.
Atoms and positions in Å:
C  -2.56969  -1.85141  -0.40142  -0.03
C  -1.56146  -1.03328  0.36036  -0.32
C  -0.20395  -0.84507  -0.34034  -0.12
C  0.73054  0.23019  0.25761  0.04
C  1.31111  1.24771  -0.42518  -0.05
N  2.34195  2.04548  -0.02609  0.11
C  2.78343  2.89926  -1.11300  -0.02
N  -1.35554  -1.65840  1.76610  0.24
H  -3.44807  -1.97498  0.30215  0.12
H  -2.32884  -2.86291  -0.73984  0.11
H  -3.01688  -1.29048  -1.21191  0.11
H  -1.98431  -0.00115  0.52195  0.18
H  -0.41779  -0.73489  -1.40087  0.14
H  0.44015  -1.73844  -0.29540  0.15
H  0.89281  -0.08198  1.30208  0.13
H  0.91354  1.47351  -1.41755  0.16
H  2.59818  2.03894  0.95440  0.19
H  3.51817  3.65164  -0.90752  0.10
H  3.32474  2.25803  -1.83838  0.13
H  2.02614  3.50575  -1.61096  0.12
H  -0.96439  -1.00105  2.44990  0.17
H  -0.76794  -2.47441  1.59789  0.18
H  -2.26190  -1.80204  2.21602  0.18



Energetically preferred structure: <two> | next structure: +0.1064 hartree